Entry 1:
C20H19ClN4O5S2 | wB97M-V/def2-TZVPD

Values from the calculation:
* DFT total energy: -2625.27262 Ha
* ΔE to the lowest compared entry with this formula, charge and spin: 36.80 kcal per mole
* SMILES: Cc1ccc2nc(NC(=O)C3CCN(S(=O)(=O)c4cc([N+](=O)[O-])ccc4Cl)CC3)sc2c1
* 2S+1: 1
* HOMO level: -8.585 eV

XYZ file:
```
51
Properties=species:S:1:pos:R:3:mulliken_charge:R:1
C -7.92589 -2.46788 0.18400 -1.419
C -6.63789 -1.71265 0.06789 0.889
C -5.66303 -2.14128 -0.83897 -0.678
C -4.46078 -1.48431 -0.98144 -0.610
C -4.21184 -0.36228 -0.19892 -0.463
N -3.07045 0.38884 -0.21617 -0.162
C -3.11896 1.35777 0.61465 0.387
N -2.15328 2.28849 0.85628 -0.027
C -0.92111 2.50554 0.26166 -0.081
O -0.27920 3.45956 0.63529 -0.646
C -0.49413 1.51610 -0.79650 0.254
C 0.60943 2.08526 -1.69695 -1.047
C 1.93708 2.22080 -0.95152 -1.140
N 2.33571 0.97100 -0.33341 0.248
S 3.05587 -0.14622 -1.33539 1.363
O 3.72489 0.54786 -2.38968 -0.752
O 2.19914 -1.24170 -1.68277 -0.665
C 4.34938 -0.72211 -0.19931 -0.226
C 5.44343 0.11303 -0.09376 -0.345
C 6.48967 -0.22614 0.75202 -0.548
N 7.63274 0.65326 0.86806 1.044
O 7.59509 1.70140 0.26726 -0.602
O 8.55014 0.28073 1.56509 -0.625
C 6.45414 -1.40488 1.49249 -0.397
C 5.36081 -2.23716 1.38823 -0.681
C 4.30131 -1.89588 0.54490 0.752
Cl 2.95620 -2.94375 0.44475 -0.144
C 1.33492 0.43703 0.56605 -1.181
C -0.00339 0.21625 -0.13667 -0.556
S -4.62573 1.48236 1.56307 -0.342
C -5.19505 0.07046 0.71467 0.695
C -6.39917 -0.59447 0.85131 -0.599
H -7.73308 -3.49926 0.47646 0.331
H -8.44105 -2.48627 -0.77540 0.333
H -8.58083 -2.01351 0.92241 0.343
H -5.86457 -3.01445 -1.44172 0.395
H -3.71081 -1.81835 -1.67977 0.471
H -2.38426 2.98218 1.56032 0.295
H -1.37600 1.27607 -1.39734 0.709
H 0.31330 3.06320 -2.07821 0.449
H 0.75217 1.40666 -2.54076 0.431
H 2.73170 2.50001 -1.64281 0.526
H 1.85477 2.97269 -0.16396 0.456
H 5.47811 1.01451 -0.68602 0.591
H 7.28533 -1.64749 2.13755 0.496
H 5.30871 -3.15432 1.95221 0.447
H 1.71301 -0.50622 0.96294 0.209
H 1.22780 1.14668 1.39254 0.579
H -0.74300 -0.15565 0.57190 0.634
H 0.13562 -0.53552 -0.91413 0.300
H -7.13696 -0.24598 1.55756 0.307
```

***

Entry 2:
C20H19CsN3S2Se | wB97M-V/def2-TZVPD

Values from the calculation:
* DFT total energy: -4155.79211 Ha
* 2S+1: 1
* total charge: -1
* HOMO level: -3.812 eV

XYZ file:
```
46
Properties=species:S:1:pos:R:3:mulliken_charge:R:1
Cs 0.08916 -0.98598 0.80872 1.054
C 6.32875 -0.78815 0.52794 -0.849
S 5.20550 -1.27910 1.84513 -0.107
C 3.67243 -0.46850 1.31590 0.183
S 3.18188 -0.64706 -0.30164 -0.558
N 3.13324 0.07023 2.36774 -0.705
N 1.96793 0.78152 2.16667 -0.242
C 1.18940 0.77935 3.17846 -0.505
C -0.09116 1.50800 3.17490 0.950
C -0.93443 1.35524 4.27563 -0.596
C -2.15408 2.00589 4.28172 -0.312
C -2.48225 2.79747 3.19501 -0.613
C -1.57826 2.88169 2.14478 -0.271
N -0.41250 2.25330 2.11171 -0.331
H 7.27352 -1.29577 0.71947 0.297
H 6.49101 0.28863 0.53646 0.271
H 5.93907 -1.09077 -0.44210 0.257
H 1.42686 0.19176 4.06944 0.357
H -0.64485 0.70306 5.08837 0.279
H -2.84030 1.87746 5.10787 0.402
H -3.42513 3.32380 3.13970 0.359
H -1.81355 3.48911 1.27654 0.590
C -2.83364 0.63785 -1.65903 -0.407
C -2.41114 1.87942 -1.20788 -0.144
C -1.22297 2.42320 -1.67463 -0.217
C -0.45964 1.72846 -2.60233 -0.404
C -0.88363 0.48872 -3.06122 -0.370
C -2.06793 -0.05821 -2.58457 -0.412
H -3.73690 0.19463 -1.26013 0.361
H -3.00020 2.40629 -0.46892 0.298
H -0.87596 3.37669 -1.29756 0.281
H 0.48062 2.13951 -2.94544 0.346
H -0.27423 -0.06709 -3.76242 0.356
H -2.38335 -1.04159 -2.91060 0.357
Se -2.81697 -1.55702 2.33710 -0.690
C -2.94434 -2.52277 3.96180 -0.138
C -1.90731 -2.50593 4.90188 -0.214
C -1.99792 -3.20543 6.09443 -0.543
C -3.13383 -3.94794 6.39221 -0.406
C -4.17229 -3.97430 5.47096 -0.423
C -4.07945 -3.27425 4.27830 -0.239
H -1.01392 -1.93327 4.68081 0.365
H -1.17100 -3.17136 6.79502 0.342
H -3.20671 -4.49659 7.32310 0.341
H -5.06867 -4.54737 5.68150 0.320
H -4.89737 -3.30278 3.56957 0.330
```

***

Entry 3:
C20H19F4N3O6S | wB97M-V/def2-TZVPD

Values from the calculation:
* DFT total energy: -2186.87256 Ha
* ΔE to the lowest compared entry with this formula, charge and spin: 0.00 kcal per mole
* SMILES: O=C(N/N=C/c1ccc(OC(F)F)cc1OC(F)F)c1cccc(S(=O)(=O)N2CCOCC2)c1
* 2S+1: 1
* HOMO level: -8.821 eV

XYZ file:
```
53
Properties=species:S:1:pos:R:3:mulliken_charge:R:1
O 1.73285 4.77752 2.36663 -0.626
C 1.29521 3.75852 1.89110 -0.386
N -0.05441 3.55937 1.72818 -0.642
N -0.49700 2.52535 1.00939 0.591
C -1.73599 2.33269 0.80546 -0.698
C -2.19351 1.25461 -0.04837 0.316
C -3.52113 0.82880 0.02422 -0.802
C -4.00093 -0.17170 -0.78983 -0.824
C -3.15487 -0.76176 -1.72076 0.707
O -3.73544 -1.75293 -2.49887 -0.417
C -3.04766 -2.37256 -3.46647 0.342
F -1.95324 -3.03249 -3.01716 -0.196
F -2.58332 -1.52097 -4.41350 -0.245
C -1.83540 -0.35185 -1.83522 0.024
C -1.35748 0.63786 -0.99282 -0.070
O -0.03758 1.08123 -1.03593 -0.254
C 0.67119 1.02080 -2.16907 0.438
F 1.04637 -0.24328 -2.50778 -0.277
F -0.00220 1.48785 -3.24305 -0.257
C 2.09951 2.58237 1.43889 0.446
C 3.01962 2.69033 0.40403 -0.541
C 3.72271 1.57402 -0.02347 -0.912
C 3.51330 0.34508 0.58247 -0.149
C 2.62042 0.25729 1.63288 -0.218
S 2.31019 -1.32331 2.42968 1.339
O 2.03719 -1.08948 3.81566 -0.726
O 3.34737 -2.23904 2.06318 -0.748
N 0.89722 -1.88582 1.75164 -0.030
C -0.30616 -1.15649 2.07810 0.115
C -1.50631 -2.02685 1.69583 -1.090
O -1.46235 -2.37728 0.33274 -0.215
C -0.28101 -3.08767 0.02580 -0.920
C 0.96225 -2.25921 0.35743 -0.239
C 1.91181 1.35650 2.06812 0.034
H -0.69416 4.28180 2.07159 0.239
H -2.51106 2.97284 1.24352 0.358
H -4.17941 1.29499 0.74172 0.442
H -5.02199 -0.50892 -0.72603 0.490
H -3.71280 -3.10257 -3.95451 0.127
H -1.17963 -0.80430 -2.56034 0.647
H 1.59117 1.61256 -2.03575 0.167
H 3.17950 3.65032 -0.06389 0.493
H 4.43708 1.66292 -0.82823 0.416
H 4.04485 -0.54153 0.27495 0.530
H -0.35397 -0.20552 1.52593 -0.202
H -0.28928 -0.96548 3.15088 0.627
H -1.50441 -2.93490 2.31569 0.401
H -2.44100 -1.48198 1.83964 0.400
H -0.25212 -4.02462 0.59936 0.364
H -0.32720 -3.30915 -1.04061 0.335
H 0.99483 -1.36852 -0.28442 0.105
H 1.87002 -2.84449 0.21642 0.620
H 1.24755 1.25398 2.91096 0.571
```

***

Entry 4:
C20H19FMoN3O10 | wB97M-V/def2-TZVPD

Values from the calculation:
* DFT total energy: -1858.12584 Ha
* ΔE to the lowest compared entry with this formula, charge and spin: 9.12 kcal per mole
* 2S+1: 1
* total charge: +1
* HOMO level: -11.501 eV

XYZ file:
```
54
Properties=species:S:1:pos:R:3:mulliken_charge:R:1
Mo -1.10419 -0.37706 -1.56238 2.119
O -2.26493 -2.64008 1.67978 -0.599
C -2.13292 -1.67925 0.97961 -0.149
O -1.39328 -1.71539 -0.13378 -0.578
C -2.64898 -0.30408 1.39244 0.144
C -1.51172 0.72551 1.35362 -0.207
C -1.89620 1.97146 2.13360 -0.970
C -2.93452 2.64351 1.21038 -0.962
C -3.00827 1.67246 0.04812 -0.305
O -1.59795 1.20037 -0.06603 0.196
C -3.72049 0.38271 0.47722 0.257
C -4.07127 -0.39982 -0.75657 -0.273
O -5.15316 -0.79575 -1.04258 -0.537
O -3.01660 -0.54976 -1.59924 -0.718
H -3.03940 -0.42291 2.39976 0.742
H -0.50476 0.35836 1.52823 0.575
H -2.29808 1.69644 3.10651 0.414
H -1.03152 2.61104 2.29672 0.363
H -3.91378 2.75113 1.67207 0.423
H -2.60588 3.62836 0.88565 0.346
H -3.30211 2.08548 -0.91298 0.728
H -4.63088 0.59113 1.03212 0.693
F 0.71295 -5.82045 2.81061 -0.299
C 1.53643 -4.85481 2.42436 0.199
C 1.11078 -3.81959 1.70616 -0.052
N 1.98613 -2.80474 1.32602 0.181
C 1.53120 -1.75002 0.46993 -0.849
C 1.22258 -2.27116 -0.92079 0.833
O 1.68048 -3.25766 -1.38116 -0.470
O 0.42446 -1.45535 -1.71595 -0.653
C 3.34057 -2.83524 1.62494 0.438
O 4.10450 -1.96392 1.26416 -0.642
N 3.72903 -3.92079 2.36819 -0.065
C 2.94243 -4.98244 2.82893 0.233
O 3.40417 -5.87828 3.48205 -0.558
H 0.07568 -3.71760 1.40175 0.485
H 2.35712 -1.03951 0.37979 0.629
H 0.66629 -1.24859 0.89783 -0.158
H 4.71056 -3.96286 2.60713 0.252
O -1.24492 -0.35348 -3.20200 -0.517
C 2.86331 4.57331 -2.95952 -1.404
C 1.97134 3.43486 -2.58057 1.164
C 0.58227 3.52905 -2.66057 -0.931
C -0.19661 2.45269 -2.30877 -0.389
N 0.32867 1.29046 -1.89058 0.208
C 1.66415 1.18034 -1.81776 -0.359
C 2.50118 2.22284 -2.14248 -0.949
H 2.29424 5.44322 -3.27805 0.360
H 3.52660 4.27426 -3.77222 0.364
H 3.49334 4.85641 -2.11530 0.353
H 0.10676 4.43609 -3.00696 0.377
H -1.27601 2.50595 -2.38236 0.462
H 2.06087 0.22391 -1.51501 0.544
H 3.57036 2.07926 -2.06407 0.507
```

***

What did the fourth record say?
C20H19FMoN3O10 | wB97M-V/def2-TZVPD

Values from the calculation:
* DFT total energy: -1858.12584 Ha
* ΔE to the lowest compared entry with this formula, charge and spin: 9.12 kcal per mole
* 2S+1: 1
* total charge: +1
* HOMO level: -11.501 eV

XYZ file:
```
54
Properties=species:S:1:pos:R:3:mulliken_charge:R:1
Mo -1.10419 -0.37706 -1.56238 2.119
O -2.26493 -2.64008 1.67978 -0.599
C -2.13292 -1.67925 0.97961 -0.149
O -1.39328 -1.71539 -0.13378 -0.578
C -2.64898 -0.30408 1.39244 0.144
C -1.51172 0.72551 1.35362 -0.207
C -1.89620 1.97146 2.13360 -0.970
C -2.93452 2.64351 1.21038 -0.962
C -3.00827 1.67246 0.04812 -0.305
O -1.59795 1.20037 -0.06603 0.196
C -3.72049 0.38271 0.47722 0.257
C -4.07127 -0.39982 -0.75657 -0.273
O -5.15316 -0.79575 -1.04258 -0.537
O -3.01660 -0.54976 -1.59924 -0.718
H -3.03940 -0.42291 2.39976 0.742
H -0.50476 0.35836 1.52823 0.575
H -2.29808 1.69644 3.10651 0.414
H -1.03152 2.61104 2.29672 0.363
H -3.91378 2.75113 1.67207 0.423
H -2.60588 3.62836 0.88565 0.346
H -3.30211 2.08548 -0.91298 0.728
H -4.63088 0.59113 1.03212 0.693
F 0.71295 -5.82045 2.81061 -0.299
C 1.53643 -4.85481 2.42436 0.199
C 1.11078 -3.81959 1.70616 -0.052
N 1.98613 -2.80474 1.32602 0.181
C 1.53120 -1.75002 0.46993 -0.849
C 1.22258 -2.27116 -0.92079 0.833
O 1.68048 -3.25766 -1.38116 -0.470
O 0.42446 -1.45535 -1.71595 -0.653
C 3.34057 -2.83524 1.62494 0.438
O 4.10450 -1.96392 1.26416 -0.642
N 3.72903 -3.92079 2.36819 -0.065
C 2.94243 -4.98244 2.82893 0.233
O 3.40417 -5.87828 3.48205 -0.558
H 0.07568 -3.71760 1.40175 0.485
H 2.35712 -1.03951 0.37979 0.629
H 0.66629 -1.24859 0.89783 -0.158
H 4.71056 -3.96286 2.60713 0.252
O -1.24492 -0.35348 -3.20200 -0.517
C 2.86331 4.57331 -2.95952 -1.404
C 1.97134 3.43486 -2.58057 1.164
C 0.58227 3.52905 -2.66057 -0.931
C -0.19661 2.45269 -2.30877 -0.389
N 0.32867 1.29046 -1.89058 0.208
C 1.66415 1.18034 -1.81776 -0.359
C 2.50118 2.22284 -2.14248 -0.949
H 2.29424 5.44322 -3.27805 0.360
H 3.52660 4.27426 -3.77222 0.364
H 3.49334 4.85641 -2.11530 0.353
H 0.10676 4.43609 -3.00696 0.377
H -1.27601 2.50595 -2.38236 0.462
H 2.06087 0.22391 -1.51501 0.544
H 3.57036 2.07926 -2.06407 0.507
```